Entry 1:
{"formula": "C4H4N2O", "method": "ωB97M-V/def2-TZVPD", "elements": ["C", "C", "C", "C", "N", "N", "O", "H", "H", "H", "H"], "xyz": [[0.787, -0.811, -0.113], [1.691, 0.165, 0.035], [-0.614, 1.439, 0.168], [-1.415, 0.339, 0.087], [-0.621, -0.898, 0.144], [2.724, 0.755, 0.043], [-2.747, 0.253, -0.099], [1.242, -1.816, -0.157], [-1.111, -1.717, 0.486], [3.249, 1.203, -0.688], [-3.186, 1.089, 0.095]], "nbo_charge": [-0.270, 0.385, 0.038, 0.163, -0.608, -0.595, -0.661, 0.236, 0.417, 0.394, 0.501], "gap_ev": [6.7, 6.7], "energy_ha": -339.32284, "homo_energy_ev": [-7.7, -7.7], "lumo_ev": [-1.0004, -0.9989], "de_lowest_kcal_mol": 162.41}

---

Entry 2:
{"formula": "C29H58FO11P", "method": "ωB97M-V/def2-TZVPD", "elements": ["C", "C", "P", "C", "C", "C", "C", "C", "F", "O", "C", "C", "O", "C", "C", "C", "C", "O", "H", "H", "H", "H", "H", "H", "H", "H", "H", "H", "H", "H", "H", "H", "H", "H", "H", "H", "H", "H", "H", "H", "H", "H", "H", "H", "C", "C", "O", "C", "C", "O", "H", "H", "H", "H", "H", "H", "H", "H", "C", "C", "O", "C", "C", "O", "H", "H", "H", "H", "H", "H", "H", "H", "C", "C", "O", "C", "C", "O", "H", "H", "H", "H", "H", "H", "H", "H", "C", "C", "O", "C", "C", "O", "H", "H", "H", "H", "H", "H", "H", "H"], "xyz": [[0.925, 3.310, -0.114], [-0.185, 2.926, -1.230], [-1.701, 2.347, -0.274], [-3.293, 2.503, -1.270], [-3.705, 1.222, -2.121], [-1.451, 0.632, 0.453], [-2.729, 0.011, 1.184], [-3.728, 1.061, 1.814], [-3.100, 2.062, 2.584], [-0.862, -0.325, -0.488], [-0.581, -1.554, 0.204], [0.614, -2.394, -0.417], [1.176, -1.836, -1.625], [1.962, -2.906, -2.207], [3.265, -2.374, -2.935], [2.752, -2.233, -4.535], [4.000, -1.953, -5.625], [2.880, -0.898, -5.131], [1.510, 4.232, -0.378], [0.333, 3.533, 0.828], [1.578, 2.417, 0.120], [-0.349, 3.875, -1.824], [0.245, 2.085, -1.851], [-4.132, 2.896, -0.612], [-3.109, 3.340, -2.024], [-2.849, 0.754, -2.687], [-4.462, 1.564, -2.901], [-4.258, 0.512, -1.445], [-0.655, 0.752, 1.265], [-3.231, -0.731, 0.482], [-2.349, -0.620, 2.055], [-4.392, 0.483, 2.538], [-4.424, 1.455, 1.019], [-0.302, -1.357, 1.295], [-1.488, -2.250, 0.235], [0.216, -3.427, -0.681], [1.436, -2.519, 0.350], [1.370, -3.560, -2.911], [2.301, -3.574, -1.355], [3.582, -1.339, -2.638], [4.085, -3.138, -2.953], [1.880, -2.933, -4.884], [3.552, -2.849, -6.232], [4.007, -1.304, -6.542], [2.008, 2.060, 5.042], [2.702, 2.411, 3.743], [1.898, 3.290, 2.944], [1.879, 4.626, 3.080], [2.499, 5.245, 4.304], [1.301, 5.304, 2.268], [1.837, 2.945, 5.658], [2.600, 1.353, 5.613], [1.028, 1.620, 4.842], [3.699, 2.828, 3.901], [2.837, 1.502, 3.153], [1.726, 5.393, 5.059], [2.917, 6.212, 4.023], [3.317, 4.665, 4.725], [7.063, -1.668, 3.979], [6.035, -0.721, 3.391], [5.179, -0.190, 4.412], [5.475, 0.886, 5.160], [6.882, 1.419, 5.154], [4.634, 1.362, 5.883], [7.723, -1.158, 4.684], [7.675, -2.109, 3.190], [6.568, -2.469, 4.532], [6.491, 0.080, 2.805], [5.388, -1.274, 2.709], [7.432, 0.983, 5.989], [6.838, 2.501, 5.279], [7.418, 1.238, 4.226], [-4.520, -5.101, 3.773], [-3.710, -3.861, 3.448], [-2.731, -4.134, 2.437], [-2.979, -4.097, 1.118], [-4.404, -4.047, 0.641], [-2.065, -4.181, 0.333], [-5.080, -5.454, 2.905], [-5.225, -4.898, 4.581], [-3.860, -5.916, 4.077], [-4.338, -3.012, 3.167], [-3.154, -3.554, 4.335], [-4.747, -5.062, 0.436], [-4.437, -3.464, -0.280], [-5.086, -3.564, 1.336], [-3.605, 2.298, -8.190], [-3.270, 2.117, -6.723], [-4.377, 1.558, -6.005], [-4.634, 0.241, -5.922], [-3.914, -0.705, -6.844], [-5.488, -0.164, -5.171], [-3.820, 1.344, -8.674], [-2.777, 2.775, -8.718], [-4.498, 2.918, -8.302], [-2.364, 1.526, -6.570], [-3.080, 3.094, -6.276], [-4.531, -0.882, -7.727], [-3.761, -1.647, -6.317], [-2.929, -0.360, -7.149]], "lowdin_charge": [-0.189, -0.393, 1.006, -0.419, -0.159, -0.455, -0.159, -0.217, -0.082, -0.184, -0.182, -0.171, -0.149, -0.236, -0.062, -0.192, -0.088, -0.163, 0.070, 0.026, 0.069, 0.078, 0.067, 0.065, 0.074, 0.077, 0.065, 0.058, 0.122, 0.120, 0.111, 0.116, 0.098, 0.130, 0.093, 0.118, 0.127, 0.121, 0.117, 0.126, 0.111, 0.156, 0.058, 0.110, -0.065, -0.227, -0.015, -0.524, 0.012, 0.092, 0.074, 0.054, 0.085, 0.104, 0.123, 0.098, 0.091, 0.069, -0.064, -0.227, 0.003, -0.519, 0.017, 0.082, 0.068, 0.083, 0.086, 0.116, 0.124, 0.100, 0.094, 0.071, -0.064, -0.231, 0.005, -0.528, 0.017, 0.077, 0.068, 0.083, 0.086, 0.112, 0.124, 0.100, 0.095, 0.071, -0.067, -0.231, -0.008, -0.533, 0.008, 0.095, 0.066, 0.082, 0.084, 0.115, 0.123, 0.097, 0.092, 0.069], "gap_ev": 7.2, "energy_ha": -2408.26388, "homo_energy_ev": -6.8, "lumo_ev": 0.4060}

---

Entry 3:
{"formula": "C9H11NO4", "method": "ωB97M-V/def2-TZVPD", "elements": ["C", "C", "O", "C", "O", "C", "C", "C", "C", "C", "C", "H", "H", "H", "H", "H", "H", "H", "H", "H", "H", "O", "N", "O", "H"], "xyz": [[0.124, 3.416, 0.450], [0.203, 2.249, -0.596], [0.110, 0.948, 0.073], [0.350, -0.100, -0.720], [0.944, 0.000, -1.766], [-0.092, -1.405, -0.130], [-0.093, -2.627, -0.752], [-0.561, -3.722, -0.056], [-1.086, -3.595, 1.218], [-1.006, -2.415, 1.924], [-0.531, -1.308, 1.189], [-0.902, 3.622, 0.698], [0.786, 3.165, 1.312], [0.541, 4.263, -0.056], [1.043, 2.350, -1.294], [-0.703, 2.232, -1.262], [0.435, -2.576, -1.718], [-0.683, -4.636, -0.622], [-1.548, -4.447, 1.702], [-1.512, -2.119, 2.890], [-0.662, -0.182, 1.611], [-2.827, 0.153, -2.617], [-1.665, 0.098, -2.508], [-0.988, 0.168, -3.701], [-0.033, 0.134, -3.556]], "nbo_charge": [-0.627, -0.076, -0.521, 0.809, -0.660, -0.118, -0.194, -0.224, -0.187, -0.231, -0.177, 0.217, 0.223, 0.217, 0.206, 0.183, 0.235, 0.220, 0.217, 0.230, 0.245, -0.276, 0.338, -0.559, 0.511], "gap_ev": 10.2, "energy_ha": -705.15487, "homo_energy_ev": -9.6, "lumo_ev": 0.5386, "de_lowest_kcal_mol": 94.30}

---

Repeat the first record exactly.
{"formula": "C4H4N2O", "method": "ωB97M-V/def2-TZVPD", "elements": ["C", "C", "C", "C", "N", "N", "O", "H", "H", "H", "H"], "xyz": [[0.787, -0.811, -0.113], [1.691, 0.165, 0.035], [-0.614, 1.439, 0.168], [-1.415, 0.339, 0.087], [-0.621, -0.898, 0.144], [2.724, 0.755, 0.043], [-2.747, 0.253, -0.099], [1.242, -1.816, -0.157], [-1.111, -1.717, 0.486], [3.249, 1.203, -0.688], [-3.186, 1.089, 0.095]], "nbo_charge": [-0.270, 0.385, 0.038, 0.163, -0.608, -0.595, -0.661, 0.236, 0.417, 0.394, 0.501], "gap_ev": [6.7, 6.7], "energy_ha": -339.32284, "homo_energy_ev": [-7.7, -7.7], "lumo_ev": [-1.0004, -0.9989], "de_lowest_kcal_mol": 162.41}